Entry 1:
Here is a structure of composition C15H15ClNORu in a non-equilibrium geometry from OMol25. Energies are from ωB97M-V with the def2-TZVPD basis set.

The geometry in XYZ format:
```
34
C15H15ClNORu ωB97M-V with the def2-TZVPD basis set
C 0.906 -1.968 0.880
C 0.969 -2.019 -0.563
C -0.389 -1.996 -1.081
H 1.884 -2.089 -1.161
C -1.301 -1.942 0.054
C -0.491 -1.917 1.266
H -0.878 -1.891 2.290
H 1.755 -1.970 1.576
H -0.687 -2.041 -2.135
H -2.395 -1.919 0.011
Ru -0.115 -0.038 0.062
Cl 0.789 1.270 1.669
C 0.110 2.930 -4.704
C -1.130 2.285 -5.050
C -0.817 1.041 -5.703
H -2.137 2.678 -4.862
C 0.616 0.917 -5.762
C 1.189 2.085 -5.144
H 2.259 2.298 -5.040
H 0.214 3.901 -4.206
H -1.543 0.320 -6.100
H 1.173 0.085 -6.210
O -1.851 0.835 0.599
N -2.316 1.013 1.920
C -3.582 1.479 2.120
C -3.988 1.917 3.319
C -3.353 1.387 4.459
C -2.207 0.664 4.254
C -1.712 0.479 2.959
H -4.284 1.306 1.316
H -4.917 2.450 3.509
H -3.746 1.523 5.461
H -1.636 0.220 5.071
H -0.769 -0.078 2.938
```

spin multiplicity	7
net charge	-1
E_HOMO (spin up / spin down)	-1.21 / -4.24	eV


Entry 2:
Here is a cluster of 2 separate species, C15H15F3N3O10S in total in a non-equilibrium geometry from OMol25. Energies are from ωB97M-V with the def2-TZVPD basis set.

The geometry in XYZ format:
```
47
C15H15F3N3O10S ωB97M-V with the def2-TZVPD basis set
C -2.918 -1.540 2.124
C -1.531 -1.904 1.665
O -0.812 -0.715 1.307
C 0.504 -0.997 1.155
C 1.305 0.242 1.052
C 0.722 1.507 1.493
C 2.749 0.091 1.339
O 3.497 1.062 1.476
O 3.223 -1.170 1.411
C 4.600 -1.237 1.869
C 5.008 -2.692 1.902
O 0.887 -2.156 1.095
H -3.461 -2.444 2.420
H -2.887 -0.873 2.996
H -3.488 -1.062 1.319
H -0.986 -2.427 2.458
H -1.554 -2.550 0.781
H 1.500 2.285 1.374
H -0.161 1.789 0.909
H 0.453 1.403 2.558
H 5.241 -0.661 1.180
H 4.683 -0.798 2.880
H 6.064 -2.771 2.184
H 4.433 -3.257 2.645
H 4.882 -3.157 0.918
O -0.149 -2.036 -2.246
S 0.245 -0.696 -2.576
O 1.602 -0.222 -2.488
C -0.252 -0.464 -4.412
F 0.480 -1.339 -5.129
F -1.568 -0.729 -4.588
F 0.006 0.791 -4.842
C -0.784 0.423 -1.638
C -0.241 1.691 -1.346
C -1.172 2.711 -1.075
N -0.979 4.091 -1.087
O -0.004 4.785 -1.268
O -2.276 4.676 -0.927
N -3.234 3.695 -0.797
C -2.549 2.514 -0.882
C -3.034 1.157 -1.003
N -4.369 0.716 -0.640
O -5.242 1.511 -0.248
O -4.566 -0.530 -0.710
C -2.145 0.161 -1.448
H 0.815 1.938 -1.420
H -2.536 -0.812 -1.739
```

net charge	-1
E_HOMO	-3.49	eV


Entry 3:
Here is a cluster of 2 separate species, C15H15F9N3OP in total in a non-equilibrium geometry from OMol25. Energies are from ωB97M-V with the def2-TZVPD basis set.

The geometry in XYZ format:
```
44
C15H15F9N3OP ωB97M-V with the def2-TZVPD basis set
C 3.425 2.394 -0.463
C 2.261 2.438 0.492
F 2.312 1.252 1.240
C 0.886 2.457 -0.130
C 0.668 2.395 -1.519
N -0.512 2.368 -2.075
C -1.547 2.401 -1.195
C -2.871 2.348 -1.688
C -3.946 2.377 -0.845
P -5.629 2.211 -1.460
N -6.179 0.748 -1.252
C -3.745 2.490 0.552
C -2.472 2.550 1.051
C -1.354 2.496 0.190
N -0.104 2.530 0.719
H 4.308 2.107 0.099
H 3.269 1.630 -1.214
H 3.634 3.353 -0.923
H 2.344 3.245 1.212
H 1.519 2.367 -2.179
H -3.016 2.260 -2.754
H -5.562 2.532 -2.829
H -6.411 3.179 -0.801
H -7.010 0.731 -0.676
H -4.578 2.504 1.236
H -2.331 2.619 2.115
C 0.702 -2.456 0.893
C 1.660 -2.390 2.095
C 3.093 -1.926 1.829
F 3.744 -2.778 1.008
F 3.768 -1.890 3.003
F 1.669 -3.577 2.740
F 1.131 -1.470 2.948
O 0.481 -3.726 0.301
C 1.278 -4.198 -0.710
C 1.973 -5.501 -0.309
F 2.767 -5.303 0.760
F 2.742 -5.925 -1.338
F 2.159 -3.277 -1.141
F 0.471 -4.492 -1.754
H -0.270 -2.187 1.301
H 0.938 -1.696 0.148
H 3.100 -0.925 1.393
H 1.232 -6.265 -0.069
```

SMILES string	C[C@H](F)c1cnc2cc([PH2]=N)ccc2n1.FC(F)C(F)(F)COC(F)(F)C(F)F
net charge	0
E_HOMO	-8.82	eV


Entry 4:
Here is a structure of composition C15H15HoN9O5 in a non-equilibrium geometry from OMol25. Energies are from ωB97M-V with the def2-TZVPD basis set.

The geometry in XYZ format:
```
45
C15H15HoN9O5 ωB97M-V with the def2-TZVPD basis set
Ho -0.477 -0.228 0.412
O -0.535 -0.608 6.732
C -0.406 -0.518 5.434
C 0.225 -1.514 4.685
C 0.180 -1.413 3.292
N -0.278 -0.307 2.735
C -0.930 0.633 3.410
C -0.973 0.570 4.728
C -1.540 1.691 2.473
O -2.219 2.564 2.948
O -1.252 1.607 1.198
C 0.630 -2.452 2.285
O 1.266 -3.431 2.582
O 0.187 -2.118 1.104
H -0.102 -1.437 7.021
H 0.587 -2.355 5.207
H -1.486 1.329 5.308
N 1.941 -2.822 -0.806
C 2.004 -1.855 -1.704
N 2.846 -2.004 -2.776
C 2.684 -1.108 -3.725
N 3.403 -1.251 -4.857
N 1.849 -0.051 -3.662
C 1.168 0.080 -2.591
N 1.159 -0.772 -1.510
C 0.346 1.355 -2.589
C 0.187 2.156 -3.684
C -0.420 3.390 -3.555
C -0.863 3.795 -2.303
C -0.698 2.897 -1.275
N -0.064 1.739 -1.367
H 2.641 -3.544 -0.728
H 1.510 -2.616 0.069
H 4.272 -1.749 -4.817
H 3.343 -0.493 -5.497
H 0.525 1.813 -4.639
H -0.412 4.091 -4.408
H -1.154 4.865 -2.088
H -1.029 3.215 -0.284
N -2.879 -0.949 0.200
N -2.507 -0.184 -0.994
H -3.310 -1.873 0.057
H -3.560 -0.401 0.670
H -2.823 0.741 -0.857
H -3.038 -0.478 -1.833
```

spin multiplicity	5
net charge	+1
E_HOMO (spin up / spin down)	-12.47 / -12.47	eV


Entry 5:
Here is an isolated molecule of C15H15N2O6P3S in a non-equilibrium geometry from OMol25. Energies are from ωB97M-V with the def2-TZVPD basis set.

The geometry in XYZ format:
```
42
C15H15N2O6P3S ωB97M-V with the def2-TZVPD basis set
C 0.591 -4.171 1.580
C 0.267 -2.922 1.846
C -0.345 -1.469 2.118
C -1.607 -1.160 3.009
C -2.135 0.332 3.258
P -3.687 0.540 4.362
N -4.654 -0.741 4.375
C -1.384 1.590 2.596
P -1.952 3.393 2.902
O -0.753 4.396 2.850
O -2.616 3.583 4.500
O -3.230 3.867 1.839
C -0.138 1.248 1.670
C 0.387 -0.251 1.434
N 1.585 -0.512 0.593
C 1.502 0.127 -0.749
C 1.748 -0.750 -2.031
C 1.661 -0.089 -3.460
C 1.845 -0.866 -4.866
P 2.540 -2.622 -4.713
O 1.363 -3.617 -4.629
O 3.349 -2.942 -6.225
O 3.727 -2.812 -3.499
C 1.364 1.478 -3.568
C 1.108 2.403 -2.291
C 1.171 1.692 -0.890
S 0.854 2.558 0.752
H 0.883 -5.283 1.427
H -2.151 -2.072 3.478
H -4.473 1.648 3.833
H -3.270 0.851 5.699
H -4.238 -1.471 3.773
H -1.874 3.696 5.144
H -4.052 3.638 2.366
H 2.360 0.004 1.079
H 1.967 -1.868 -1.899
H 2.411 -0.202 -5.620
H 0.768 -0.986 -5.303
H 3.371 -2.066 -6.708
H 3.534 -3.706 -3.094
H 1.313 2.008 -4.597
H 0.885 3.526 -2.340
```

SMILES string	C#Cc1cc([PH2]=N)c(P(=O)(O)O)c2c1Nc1cc(CP(=O)(O)O)ccc1S2
net charge	0
E_HOMO	-8.73	eV


Entry 6:
Here is an isolated molecule of C15H15N3O5 in a non-equilibrium geometry from OMol25. Energies are from ωB97M-V with the def2-TZVPD basis set.

The geometry in XYZ format:
```
38
C15H15N3O5 ωB97M-V with the def2-TZVPD basis set
C -6.270 -2.707 -0.157
H -6.138 -3.783 -0.061
O -4.984 -2.156 -0.031
C -4.846 -0.807 -0.112
C -5.878 0.092 -0.309
C -5.624 1.460 -0.376
C -4.343 1.932 -0.246
C -3.272 1.046 -0.045
C -3.517 -0.335 0.023
O -2.559 -1.246 0.211
H -1.688 -0.802 0.285
C -1.943 1.584 0.087
N -0.921 0.844 0.271
N 0.304 1.400 0.389
C 1.408 0.621 0.565
O 1.383 -0.583 0.624
C 2.691 1.435 0.714
N 3.826 0.555 0.659
C 4.904 0.850 -0.110
O 5.053 1.929 -0.655
C 5.895 -0.230 -0.196
C 7.107 -0.257 -0.839
C 7.646 -1.539 -0.607
C 6.729 -2.198 0.157
O 5.670 -1.420 0.411
H 6.718 -3.189 0.566
H 8.584 -1.919 -0.958
H 7.537 0.547 -1.399
H 3.655 -0.401 0.944
H 2.660 1.966 1.675
H 2.799 2.174 -0.088
H 0.395 2.416 0.329
H -1.847 2.675 0.021
H -4.143 2.992 -0.297
H -6.445 2.143 -0.530
H -6.893 -0.255 -0.414
H -6.941 -2.353 0.633
H -6.711 -2.483 -1.134
```

relative energy (zero: lowest compared OMol25 entry of this formula, charge and spin)	6.3	kJ/mol
SMILES string	COc1cccc(/C=N/NC(=O)CNC(=O)c2ccco2)c1O
net charge	0
E_HOMO	-8.15	eV